# 1
ORCA calculation (ωB97M-V/def2-TZVPD) on C7H19O10Sr as an isolated structure.

The geometry in XYZ format:
```
37
Properties=species:S:1:pos:R:3:forces:R:3
Sr 6.53880 -10.97717 -25.65254 -0.864 -1.996 -0.626
C 10.11283 -8.77461 -27.07619 -0.905 -0.185 -0.572
C 9.10578 -9.95233 -26.75503 2.134 0.034 0.229
O 9.14270 -10.60985 -25.69517 0.706 0.509 1.820
O 8.27833 -10.21254 -27.60949 -2.194 0.465 -2.218
H 9.88575 -8.42470 -28.08321 -0.543 0.106 0.033
H 11.18283 -8.94253 -27.19875 0.017 -0.566 1.000
H 9.88178 -7.96507 -26.38383 0.429 0.073 0.126
C 6.00471 -12.46076 -29.65409 -0.324 0.668 1.213
C 5.08497 -12.81368 -28.44939 -2.735 -1.541 -0.902
O 4.03409 -13.39841 -28.76117 -0.529 -0.368 -1.628
O 5.27953 -12.63472 -27.23046 2.934 1.716 1.122
H 6.50572 -11.53345 -29.37625 1.041 -0.362 -0.156
H 5.47564 -12.24360 -30.58200 -0.512 -0.269 0.278
H 6.59197 -13.36218 -29.82920 0.623 0.443 0.082
C 4.28834 -11.53157 -22.15580 -0.308 1.077 1.050
C 3.90840 -12.18962 -23.44236 0.374 0.136 -0.866
O 4.24388 -11.73026 -24.54491 2.266 2.951 -1.560
O 3.26159 -13.19751 -23.40814 -2.221 -3.317 1.822
H 4.93808 -10.66540 -22.28107 0.523 -0.297 0.058
H 4.60850 -12.26023 -21.41106 0.472 0.059 -0.162
H 3.40008 -11.09662 -21.69764 -0.421 -0.069 -0.101
C 7.87975 -11.01013 -22.24295 0.774 1.034 1.703
O 7.29473 -11.81487 -23.17268 -0.707 -1.251 -1.367
H 8.92993 -11.26062 -22.09307 0.363 0.457 -0.386
H 7.70878 -9.97711 -22.54582 0.400 -0.037 0.048
H 7.45816 -11.13173 -21.24517 -0.501 -0.005 0.180
H 7.58670 -12.71755 -23.02601 -0.289 -0.059 -0.137
O 7.53473 -13.40281 -25.72366 0.338 0.000 0.282
H 8.08362 -13.76265 -25.02690 0.342 -0.006 0.060
H 6.87447 -14.07758 -25.88169 -0.689 -0.004 -0.405
O 6.29597 -8.79640 -24.32151 0.196 0.228 0.050
H 5.46481 -8.44739 -23.99965 -0.472 -0.179 0.106
H 6.75800 -8.03360 -24.66921 0.309 0.240 -0.060
O 5.16444 -9.58255 -27.28539 -0.085 0.581 0.262
H 5.68672 -8.80304 -27.47465 0.245 0.237 -0.240
H 4.72252 -9.78155 -28.11082 -0.186 -0.504 -0.138
```
Positions in Å, forces in eV/Å.

Values from the calculation:
**Energy relative to the best compared isomer or geometry (same formula, charge and spin)**: 89.10 kJ/mol
**Kohn-Sham gap**: 5.83 eV
**HOMO**: -0.1501 Ha
**Charge**: -1

=====

# 2
ORCA calculation (ωB97M-V/def2-TZVPD) on a 2-piece molecular cluster, C28H24ClF2N2 overall.

The geometry in XYZ format:
```
57
Properties=species:S:1:pos:R:3:forces:R:3
F -3.75490 2.25342 -4.49696 0.261 -0.145 1.016
C -3.50053 2.04475 -3.16550 -0.372 -0.059 -0.506
C -3.21869 3.13365 -2.35276 0.043 -0.266 -0.057
C -2.96783 2.89413 -1.00185 0.035 -0.116 0.080
C -2.97408 1.59548 -0.45678 0.362 -0.280 0.044
C -2.35831 1.39983 0.94212 -0.069 0.575 0.371
C -2.59119 0.26995 1.96340 -0.164 -0.239 -0.241
C -2.34567 0.51729 3.32342 0.015 0.128 0.073
C -2.38044 -0.49283 4.28839 0.109 -0.143 -0.220
C -2.66028 -1.78688 3.87213 -0.425 -0.321 0.272
F -2.74676 -2.78518 4.80221 0.202 0.675 -0.628
C -2.91258 -2.08782 2.54207 0.290 0.272 -0.057
C -2.84986 -1.05716 1.60076 0.082 0.068 0.176
C -3.22937 0.53374 -1.32719 0.056 0.332 -0.252
C -3.53376 0.74829 -2.67191 0.368 0.200 0.011
H -3.15773 4.13025 -2.79150 -0.122 -0.261 0.217
H -2.70014 3.74667 -0.37725 -0.138 -0.220 -0.017
H -2.46943 2.36861 1.47232 0.109 -0.560 -0.194
H -2.09621 1.52615 3.65900 -0.144 -0.201 -0.164
H -2.16727 -0.30104 5.34277 -0.153 0.007 -0.397
H -3.10882 -3.10627 2.22256 -0.044 0.110 0.188
H -2.97947 -1.31248 0.55738 -0.154 -0.075 0.232
H -3.10792 -0.48844 -1.00296 -0.257 0.071 -0.020
H -3.68731 -0.09538 -3.33541 -0.129 0.175 -0.016
C 2.65558 1.61072 1.08304 0.102 0.649 0.049
N 2.36536 0.22808 0.75101 -0.326 -0.268 -0.725
C 1.71751 -0.19095 -0.36761 -0.501 -0.370 1.553
H -1.29731 1.29960 0.72002 0.436 0.243 0.040
C 1.73061 0.49781 -1.69683 -0.539 0.767 -0.675
C 2.83198 0.14507 -2.49288 -0.057 -0.167 0.415
C 3.01803 0.68599 -3.75528 -0.872 0.456 0.230
Cl 4.39951 0.24424 -4.66097 0.215 -0.070 -0.196
C 2.07830 1.58402 -4.27328 0.067 -0.190 0.221
C 0.97069 1.95664 -3.50654 0.279 -0.230 0.163
C 0.79894 1.44113 -2.21267 0.280 -0.446 0.305
N 1.27825 -1.45205 -0.11942 0.359 0.763 -0.413
C 0.29003 -2.16631 -0.90289 -0.548 -0.260 -0.389
C 1.88818 -1.94762 1.04965 0.553 0.609 -0.642
C 2.57292 -0.86791 1.61541 0.181 -0.094 -1.088
C 3.66693 -1.05754 2.44743 0.048 -0.394 0.445
C 4.02747 -2.37611 2.73389 -0.117 0.793 0.139
C 3.34422 -3.45408 2.16827 -0.659 -0.185 -0.399
C 2.27450 -3.25933 1.29157 0.143 -0.213 0.494
H 3.38276 1.63650 1.89987 -0.044 0.017 -0.358
H 3.02591 2.15814 0.20857 0.056 -0.253 0.223
H 1.74702 2.12158 1.43727 0.214 -0.291 -0.108
H 3.56510 -0.55621 -2.11355 0.016 -0.030 -0.011
H 2.23450 1.97759 -5.27292 -0.106 0.006 0.148
H 0.24555 2.65767 -3.93770 0.291 -0.331 0.369
H -0.05211 1.77708 -1.61932 0.130 -0.202 -0.100
H 0.37702 -3.23518 -0.67073 0.047 0.339 -0.408
H -0.73596 -1.85783 -0.63386 0.508 0.006 0.124
H 0.41415 -1.94474 -1.97089 0.158 -0.303 0.305
H 4.26286 -0.20536 2.75769 -0.005 -0.247 0.152
H 4.89588 -2.56092 3.35642 -0.105 0.013 -0.063
H 3.69279 -4.46512 2.35342 -0.050 0.148 -0.005
H 1.83134 -4.07333 0.72533 0.089 0.004 0.293
```
Positions in Å, forces in eV/Å.

Values from the calculation:
**Kohn-Sham gap**: 8.11 eV
**HOMO**: -0.4150 Ha
**Charge**: +1

=====

# 3
ORCA calculation (ωB97M-V/def2-TZVPD) on C38H34ClN4O4Tl as an isolated structure.

The geometry in XYZ format:
```
82
Properties=species:S:1:pos:R:3:forces:R:3
Tl -0.63222 -0.72771 3.09481 -0.032 -0.139 -0.039
C 2.04382 1.36581 6.10478 -0.073 -0.054 -0.097
C 0.88720 0.40512 6.18197 0.004 -0.006 0.009
C 1.10449 -0.96781 6.22886 -0.020 -0.006 -0.008
C 0.04691 -1.86705 6.32931 -0.011 0.030 0.093
C 0.30529 -3.34919 6.35867 -0.022 0.081 -0.018
C -1.24894 -1.36670 6.38949 0.027 0.015 0.033
C -1.49958 0.00031 6.32346 0.022 0.019 0.111
C -2.91010 0.52555 6.34703 0.090 -0.045 -0.044
C -0.42213 0.87439 6.21791 -0.032 -0.051 0.031
H 2.26597 1.61993 5.06533 0.014 0.011 0.011
H 2.94047 0.92832 6.54225 0.021 0.035 0.000
H 1.81165 2.29089 6.63143 0.045 0.016 -0.002
H 2.12227 -1.34504 6.20543 -0.002 0.001 0.017
H 0.36226 -3.74705 5.34236 0.001 -0.025 0.012
H -0.49475 -3.87559 6.87783 0.014 -0.028 -0.004
H 1.24906 -3.56912 6.85723 -0.005 -0.040 -0.007
H -2.08161 -2.05692 6.47824 0.000 0.005 0.012
H -3.29971 0.61310 5.32908 -0.033 0.010 0.017
H -2.95045 1.51211 6.80770 -0.043 0.002 -0.003
H -3.56869 -0.14632 6.89612 -0.026 0.024 0.002
H -0.60342 1.94409 6.18103 -0.008 -0.005 0.021
C 2.12294 6.20184 -8.87529 -0.057 0.072 -0.058
O 2.98068 5.25072 -8.27565 0.038 0.016 -0.075
C 2.60141 4.72305 -7.08962 -0.007 -0.097 0.167
C 3.46783 3.77954 -6.53921 0.098 -0.001 -0.085
C 3.17194 3.18192 -5.33398 -0.128 0.042 0.072
C 2.00193 3.50971 -4.64385 0.044 0.073 -0.164
C 1.14569 4.45687 -5.19895 0.101 -0.139 0.109
C 1.43527 5.06133 -6.40998 -0.039 0.099 -0.108
C 1.64888 2.90340 -3.36308 -0.147 -0.044 0.305
N 0.57084 3.19382 -2.67052 -0.078 0.118 -0.183
C 0.63432 2.42215 -1.54500 0.457 -0.237 -0.069
C 1.77587 1.64833 -1.54777 -0.455 0.297 0.054
N 2.41658 1.96927 -2.71668 0.074 -0.047 -0.116
C 2.11148 0.76002 -0.48920 0.033 -0.143 0.144
C 3.23013 -0.08318 -0.49343 -0.084 0.019 0.118
C 3.45455 -0.90558 0.58059 0.031 0.003 -0.111
C 2.55071 -0.86902 1.64188 -0.033 -0.022 0.067
N 1.49189 -0.08688 1.66695 -0.074 0.110 -0.032
C 1.24106 0.72243 0.62379 0.315 -0.120 -0.229
C 0.03658 1.54408 0.64427 -0.259 0.223 -0.162
N -0.77283 1.48461 1.71812 0.055 -0.056 -0.067
C -1.89431 2.17501 1.71946 0.014 0.018 0.111
C -2.30261 2.98880 0.66139 0.021 0.033 -0.112
C -1.48275 3.08912 -0.43445 0.039 -0.017 0.067
C -0.28397 2.36756 -0.45325 0.014 -0.088 0.177
H 2.59463 6.48507 -9.81163 0.006 0.002 0.002
H 2.00835 7.08872 -8.24652 0.010 -0.015 0.005
H 1.13785 5.77626 -9.08355 0.015 -0.012 0.011
H 4.37152 3.53530 -7.08196 -0.008 -0.015 0.017
H 3.86671 2.45489 -4.93107 0.017 -0.003 -0.033
H 0.24567 4.71304 -4.65822 -0.028 0.013 -0.020
H 0.75045 5.79360 -6.81458 0.011 -0.032 0.030
H 3.27185 1.56943 -3.05499 0.030 -0.001 -0.035
H 3.90019 -0.09353 -1.34404 0.012 -0.015 0.004
H 4.29509 -1.58442 0.60598 0.004 0.012 0.012
H 2.69479 -1.51071 2.50540 -0.004 -0.005 -0.004
H -2.50887 2.08630 2.61018 -0.022 -0.021 -0.024
H -3.24632 3.51347 0.71009 0.009 0.016 0.034
H -1.72840 3.70331 -1.29061 -0.037 0.012 0.018
C -3.13406 -6.62330 -0.45064 0.040 0.130 -0.073
C -3.04658 -5.58687 -1.53851 -0.008 -0.015 0.085
C -4.00905 -5.51837 -2.53870 -0.024 -0.012 0.034
C -3.92184 -4.55909 -3.53190 0.114 -0.003 0.065
Cl -5.13269 -4.50737 -4.77842 -0.103 0.014 -0.073
C -2.87564 -3.65486 -3.55634 0.025 0.017 0.018
C -1.90990 -3.71638 -2.56477 0.122 0.013 0.160
C -1.99799 -4.66480 -1.55361 -0.090 -0.030 0.050
O -1.02935 -4.77343 -0.57843 0.188 0.256 -0.228
C -1.07139 -3.80292 0.46186 -0.246 0.057 -0.004
C -0.66638 -2.34073 0.14293 0.328 -0.191 -0.070
O 0.18665 -2.10129 -0.71011 -0.117 -0.063 -0.055
O -1.22632 -1.49558 0.91866 -0.112 0.020 0.089
H -3.76444 -7.45634 -0.75773 -0.023 0.003 0.012
H -3.55949 -6.18496 0.45497 0.025 -0.061 0.039
H -2.14020 -6.99366 -0.20579 -0.031 -0.038 0.046
H -4.83901 -6.21361 -2.53014 0.017 -0.018 -0.061
H -2.80515 -2.91004 -4.33692 -0.045 -0.034 -0.030
H -1.07535 -3.03060 -2.55735 0.055 0.050 0.036
H -0.35451 -4.16240 1.20463 -0.019 0.031 0.037
H -2.06273 -3.78425 0.92494 -0.014 -0.021 -0.056
```
Positions in Å, forces in eV/Å.

Values from the calculation:
**Energy relative to the best compared isomer or geometry (same formula, charge and spin)**: 54.15 kJ/mol
**Kohn-Sham gap**: 7.70 eV
**HOMO**: -0.2877 Ha

=====

# 4
ORCA calculation (ωB97M-V/def2-TZVPD) on C23H23PSbY as an isolated structure.

The geometry in XYZ format:
```
49
Properties=species:S:1:pos:R:3:forces:R:3
C -0.00106 -0.90694 -4.39716 1.013 0.659 0.519
C -0.83449 0.15079 -3.94807 0.620 0.308 0.297
C -0.01923 1.30172 -3.73373 0.182 -0.727 -0.245
C 1.32795 0.95606 -4.04208 -0.499 -0.291 0.034
C 1.35853 -0.39974 -4.46663 -1.045 0.017 0.518
Y 1.27736 -1.72096 0.18082 -0.174 -0.221 -0.537
P 0.20663 -3.65143 -1.62388 -0.722 -1.209 -1.105
H -0.31932 -1.92281 -4.61127 0.025 0.119 -0.218
H -1.90668 0.10120 -3.75689 0.212 -0.032 -0.190
H -0.37229 2.28203 -3.42121 0.077 -0.185 -0.051
H 2.23847 -0.93610 -4.81724 -0.227 0.053 0.069
H 2.18634 1.62561 -3.96042 -0.229 -0.164 -0.188
H 1.02233 -4.47378 -2.47255 -0.264 0.349 0.514
H -0.86890 -3.50963 -2.56383 0.459 0.128 0.605
H -0.37153 -4.69744 -0.81412 0.251 0.303 -0.490
C -0.78510 4.51693 3.45754 0.024 -0.267 -0.202
C 0.23374 4.60695 2.49920 -0.231 -0.241 -0.091
C 0.32833 3.64083 1.49138 -0.253 0.112 0.397
C -0.58442 2.58056 1.45975 -0.066 -0.491 0.257
C -1.59867 2.47896 2.41426 0.241 0.557 0.239
C -1.69701 3.45412 3.41691 0.133 0.063 -0.163
Sb -0.36697 1.15073 -0.14281 0.953 0.115 -0.113
C 1.72168 0.59463 0.48373 -2.067 1.064 -0.683
C 2.57774 0.21432 -0.56360 0.807 -0.154 -0.852
C 3.53363 -0.80038 -0.34877 0.431 0.562 -1.102
C 3.64892 -1.41421 0.91089 0.668 -1.193 0.462
C 2.84318 -0.97556 1.97558 -0.089 0.065 0.898
C 1.88771 0.03842 1.77051 -0.213 -0.434 1.245
C -1.49058 -0.64415 0.65336 0.699 0.903 0.682
C -1.09472 -1.69962 1.50601 -0.832 -0.214 -0.111
C -1.99820 -2.76635 1.72751 0.256 0.152 0.158
C -3.32466 -2.67004 1.29834 0.118 0.135 -0.202
C -3.74277 -1.55124 0.56210 0.338 0.037 0.152
C -2.81057 -0.57164 0.19936 -0.354 -0.701 -0.006
H -0.86475 5.27500 4.23646 0.017 -0.206 -0.175
H 0.95748 5.42269 2.53024 -0.246 -0.183 0.027
H 1.11928 3.71651 0.74246 -0.159 -0.057 0.193
H -2.30966 1.65141 2.38658 0.173 0.184 0.032
H -2.48813 3.37898 4.16514 0.232 0.068 -0.183
H 2.45006 0.61793 -1.57259 -0.074 -0.117 0.215
H 4.19539 -1.11321 -1.16087 -0.277 0.157 0.230
H 4.38117 -2.21583 1.06588 -0.303 0.453 -0.012
H 2.94027 -1.45101 2.95226 0.015 0.181 -0.199
H 1.18779 0.28572 2.58124 0.462 0.146 -0.307
H -0.15468 -1.65832 2.10916 -0.646 -0.091 -0.400
H -1.64992 -3.65706 2.26338 -0.275 0.415 -0.002
H -4.04911 -3.45082 1.54619 0.357 0.210 -0.110
H -4.78930 -1.44070 0.26921 0.343 -0.101 0.060
H -3.13125 0.25682 -0.43770 0.137 -0.237 0.135
```
Positions in Å, forces in eV/Å.

Values from the calculation:
**Energy relative to the best compared isomer or geometry (same formula, charge and spin)**: 64.60 kJ/mol
**Kohn-Sham gap (spin up / spin down)**: 4.60 / 4.46 eV
**HOMO (spin up / spin down)**: -0.2006 / -0.2006 Ha

=====

Values for strongest force on any atom, eV Å⁻¹, ordered as above
4.4 1.7 0.5 2.4